29
Properties=species:S:1:pos:R:3:lowdin_charge:R:1 method="wB97M-V/def2-TZVPD" fmax_ev_per_a=6.4 charge=+1 lumo_energy_ev="-4.4 / -4.4" mol_weight_g_mol=189.304 e_homo_ev="-12.14 / -12.14"
S -2.934 2.325 0.170 0.81
O -0.441 -0.624 -0.004 -0.18
N -1.683 -0.119 -0.006 -0.20
N 1.920 0.277 0.624 0.06
C -4.072 -0.252 -0.083 -0.13
C 3.982 0.997 -0.235 0.03
C -1.661 1.240 0.215 -0.49
C -2.869 -2.422 -0.242 0.01
C -2.762 -0.912 -0.090 -0.22
C 1.873 0.845 -1.776 0.04
C 2.419 -0.059 1.956 0.00
C 2.541 0.656 -0.447 -0.22
H -3.273 -2.704 0.719 0.10
H -4.752 -1.073 -0.383 0.09
H -0.744 1.501 0.507 0.02
H -1.840 -2.861 -0.287 0.09
H -4.335 0.218 0.995 0.14
H 1.122 1.582 -1.732 0.09
H 1.792 0.102 2.789 0.08
H 2.566 1.142 -2.506 0.08
H 3.276 0.520 2.141 0.07
H 2.416 -1.203 2.117 0.15
H 1.441 -0.041 -2.019 0.07
H 4.465 1.105 -1.235 0.13
H 4.357 0.274 0.327 0.05
H 3.939 1.887 0.198 0.07
H 0.984 -0.139 0.364 0.08
H -3.454 -2.709 -1.190 0.14
H -4.273 0.448 -0.888 0.05